The following is a quantum chemistry calculation of the ion C2HClO4P with charge -1 in a non-equilibrium geometry, from the OMol25 dataset.

Results
Largest force on an atom (eV/Å): 4.371
Lowest unoccupied orbital energy (eV): 3.175
Net charge: -1
E (Eh): -1179.47404
Orbital gap (eV): 7.97

Element x y z (Å)
1 Cl 1.640 -2.335 -0.046
2 P -1.338 0.460 -0.076
3 O -0.759 -1.046 0.345
4 O -2.357 0.899 0.884
5 O 0.194 1.268 0.298
6 O -1.482 0.553 -1.541
7 C 0.792 -0.903 0.079
8 C 1.149 0.375 0.100
9 H 2.161 0.729 -0.043